(1)
Formula: C30H39BrClN3O8S3
Source: the Open Molecules 2025 dataset
Level of theory: ωB97M-V/def2-TZVPD

XYZ file:
```
85
C30H39BrClN3O8S3 (ωB97M-V/def2-TZVPD)
C -2.717 -2.150 4.025
C -4.195 -1.828 3.966
C -4.493 -0.565 3.157
Br -5.605 -1.074 1.625
C -5.220 0.494 3.951
O -6.573 0.823 3.564
S -7.081 1.749 4.748
O -7.394 0.971 5.894
O -8.037 2.665 4.239
O -5.686 2.474 4.971
C -4.617 1.872 4.200
C -4.283 2.762 3.028
C -5.467 3.332 2.246
C -5.768 2.614 0.951
Cl -4.718 3.255 -0.360
S -3.192 1.485 5.258
C -2.102 2.930 5.206
C -1.136 3.079 4.058
O -1.302 3.939 3.186
O 0.010 2.328 4.130
C -0.018 0.973 3.693
C 0.355 0.812 2.249
C 1.840 1.044 2.001
O -0.473 1.658 1.442
C -0.996 1.029 0.363
O -2.074 0.425 0.419
C -0.197 1.069 -0.896
S 0.593 -0.536 -1.159
H -2.608 -3.172 4.355
H -2.253 -2.107 3.054
H -2.180 -1.548 4.739
H -4.685 -2.661 3.498
H -4.588 -1.753 4.968
H -3.579 -0.179 2.748
H -5.330 0.112 4.960
H -3.749 3.603 3.434
H -3.602 2.278 2.340
H -5.204 4.339 1.973
H -6.364 3.420 2.831
H -6.763 2.855 0.631
H -5.613 1.553 0.998
H -1.539 2.888 6.125
H -2.704 3.816 5.263
H 0.737 0.457 4.262
H -0.958 0.487 3.904
H 0.136 -0.217 2.000
H 2.010 1.640 1.124
H 2.280 1.535 2.853
H 2.321 0.088 1.918
H 0.626 1.760 -0.869
H -0.848 1.293 -1.719
H -0.424 -1.394 -1.109
N 4.976 0.434 1.793
C 5.705 1.058 2.714
C 6.911 1.688 2.444
C 7.387 1.665 1.144
C 6.641 1.019 0.173
C 5.447 0.423 0.549
H 5.299 1.051 3.719
H 7.459 2.181 3.234
H 8.324 2.144 0.892
H 6.974 0.976 -0.854
H 4.831 -0.091 -0.181
N 1.831 -4.106 -3.375
C 2.041 -2.841 -3.729
C 2.170 -2.421 -5.045
C 2.082 -3.367 -6.054
C 1.865 -4.689 -5.699
C 1.747 -5.003 -4.354
H 2.106 -2.133 -2.911
H 2.338 -1.376 -5.270
H 2.181 -3.085 -7.094
H 1.789 -5.462 -6.451
H 1.574 -6.027 -4.038
N 3.635 -3.054 -8.750
C 3.676 -1.868 -9.352
C 4.735 -1.439 -10.137
C 5.816 -2.289 -10.302
C 5.790 -3.526 -9.680
C 4.680 -3.858 -8.920
H 2.812 -1.231 -9.195
H 4.711 -0.465 -10.604
H 6.663 -1.993 -10.906
H 6.612 -4.221 -9.781
H 4.620 -4.818 -8.418
```

## Properties
- 2S+1 = 1
- total charge = 0
- HOMO level (hartree) = -0.346
- E_LUMO (eV) = 0.36
- largest force on an atom (eV/Å) = 3.3
- frontier orbital gap (Eh) = 0.359

---

(2)
Formula: C30H39BrF3NO11S
Source: the Open Molecules 2025 dataset
Level of theory: ωB97M-V/def2-TZVPD

XYZ file:
```
86
C30H39BrF3NO11S (ωB97M-V/def2-TZVPD)
N 2.635 4.183 2.591
C 1.570 3.349 3.103
C 1.164 2.058 2.304
C 2.066 1.744 1.119
C 1.556 0.666 0.166
C 1.651 -0.785 0.650
O 1.316 -0.971 2.037
C 0.297 -1.935 2.202
C 0.829 -3.314 2.553
C 1.890 -3.265 3.654
O 3.189 -3.490 3.122
C 3.976 -2.348 2.935
C 5.103 -2.276 3.960
F 4.703 -1.705 5.129
F 5.579 -3.514 4.264
F 6.139 -1.551 3.470
C -0.508 -1.844 0.861
S -1.458 -0.270 1.052
C -1.435 -3.048 0.556
C -2.757 -2.707 -0.133
C -3.953 -2.502 0.792
Br -5.584 -3.189 -0.016
C 0.691 -1.748 -0.060
C 0.448 -1.641 -1.563
C 1.550 -2.356 -2.343
C 2.543 -1.481 -3.024
O 2.784 -2.339 -1.775
H 2.444 4.550 1.675
H 3.538 3.743 2.632
H 0.679 3.966 3.182
H 1.806 3.048 4.117
H 0.168 2.206 1.905
H 1.172 1.227 2.996
H 2.125 2.659 0.531
H 3.091 1.544 1.428
H 0.548 0.919 -0.153
H 2.165 0.722 -0.735
H 2.696 -1.059 0.547
H -0.347 -1.643 3.029
H -0.005 -3.915 2.908
H 1.238 -3.847 1.700
H 1.827 -2.317 4.186
H 1.710 -4.053 4.377
H 4.436 -2.398 1.952
H 3.405 -1.426 3.014
H -2.008 -0.522 2.245
H -0.900 -3.727 -0.100
H -1.644 -3.543 1.499
H -3.022 -3.557 -0.757
H -2.653 -1.874 -0.811
H -3.781 -3.040 1.717
H -4.121 -1.463 1.034
H 1.186 -2.710 0.071
H -0.483 -2.124 -1.848
H 0.429 -0.621 -1.926
H 1.266 -3.247 -2.887
H 2.808 -0.529 -2.590
H 3.325 -1.893 -3.645
O -6.632 2.983 -1.860
C -5.799 2.121 -2.064
C -5.633 1.445 -3.343
C -4.700 0.495 -3.472
O -4.492 -0.171 -4.604
C -3.805 0.103 -2.333
O -2.986 -0.778 -2.532
C -3.959 0.789 -1.065
C -4.892 1.736 -0.930
O -5.087 2.408 0.199
H -6.283 1.736 -4.155
H -3.777 -0.806 -4.415
H -3.296 0.504 -0.259
H -5.819 3.027 0.021
O -1.780 2.184 -2.208
C -0.698 2.706 -2.403
C -0.070 3.625 -1.472
C 1.124 4.156 -1.769
O 1.761 4.998 -0.969
C 1.841 3.833 -3.053
O 2.912 4.372 -3.250
C 1.221 2.895 -3.973
C 0.031 2.359 -3.673
O -0.591 1.489 -4.457
H -0.595 3.850 -0.554
H 2.592 5.230 -1.426
H 1.753 2.656 -4.883
H -1.423 1.258 -4.002
```

## Properties
- 2S+1 = 1
- total charge = 0
- HOMO level (hartree) = -0.329
- energy above the lowest of the compared OMol25 structures with the same formula, charge and spin (kJ/mol) = 32.8
- structure (SMILES) = NCCCC[C@H]1O[C@H](CCOCC(F)(F)F)[C@](S)(CCCBr)[C@H]1C[C@H]1CO1.O=C1C=C(O)C(=O)C=C1O.O=C1C=C(O)C(=O)C=C1O
- E_LUMO (eV) = -1.86
- largest force on an atom (eV/Å) = 3.4
- frontier orbital gap (Eh) = 0.260